(1)
{
  "formula": "C12H29N5O8Sr",
  "method": "wB97M-V/def2-TZVPD",
  "elements": ["Sr", "C", "C", "O", "O", "H", "H", "H", "C", "C", "O", "O", "H", "H", "H", "C", "O", "N", "N", "H", "H", "H", "H", "C", "O", "N", "N", "H", "H", "H", "H", "C", "O", "C", "C", "N", "C", "C", "O", "C", "H", "H", "H", "H", "H", "H", "H", "H", "H", "H", "H", "H", "H", "H", "H"],
  "positions_angstrom": [[-0.337, -0.538, 0.722], [-1.717, 1.880, 4.244], [-1.507, 0.877, 3.143], [-0.690, -0.058, 3.376], [-1.977, 1.020, 1.981], [-1.239, 1.552, 5.158], [-2.798, 1.847, 4.444], [-1.592, 2.867, 3.800], [-2.690, -4.322, 1.265], [-1.836, -3.126, 0.900], [-0.579, -3.139, 1.000], [-2.337, -2.062, 0.443], [-2.679, -4.354, 2.364], [-2.346, -5.336, 1.060], [-3.743, -4.221, 1.012], [-1.155, -0.596, -2.645], [-1.237, 0.265, -1.757], [-0.391, -0.431, -3.770], [-1.803, -1.775, -2.520], [-0.604, -1.070, -4.509], [0.138, 0.417, -3.841], [-2.520, -1.681, -1.806], [-1.756, -2.529, -3.173], [2.000, -2.401, -1.427], [1.501, -1.522, -0.714], [2.562, -2.149, -2.640], [1.992, -3.705, -1.042], [2.713, -1.160, -2.760], [2.856, -2.852, -3.281], [2.581, -4.355, -1.525], [1.699, -3.925, -0.103], [-1.317, 3.672, -3.188], [-0.509, 3.946, -2.066], [-1.073, 3.384, -0.881], [-0.040, 3.178, 0.216], [0.781, 1.958, 0.200], [1.695, 2.143, 1.357], [2.677, 0.937, 1.410], [1.951, -0.192, 1.898], [2.797, -1.300, 2.132], [-0.795, 4.037, -4.070], [-2.305, 4.134, -3.141], [-1.444, 2.592, -3.307], [-1.523, 2.417, -1.134], [-1.935, 4.003, -0.612], [-0.609, 3.177, 1.148], [0.558, 4.100, 0.251], [1.463, 2.045, -0.554], [1.178, 2.116, 2.318], [2.213, 3.103, 1.272], [3.443, 1.120, 2.172], [3.227, 0.787, 0.476], [3.564, -1.449, 1.367], [2.202, -2.206, 2.241], [3.287, -1.121, 3.097]],
  "forces_ev_per_angstrom": [[-1.0231, -0.0133, 0.5412], [-2.0793, -0.4396, -0.6024], [1.7999, -1.0000, -0.8248], [0.0335, -0.2625, 0.2412], [-0.5932, 0.8959, 0.0109], [0.5536, 0.5862, -0.0876], [0.0329, 0.0923, 0.1009], [0.6082, 0.1685, 0.5915], [-0.3240, -0.0662, 1.4752], [1.0980, 1.0130, -1.4278], [0.6623, -1.3466, 0.7720], [-1.6984, -0.3221, 0.0016], [-0.0589, 0.2561, 0.0094], [0.4320, 0.3265, -0.7185], [0.1233, 0.1895, -0.3542], [0.3784, 0.3830, 0.2781], [0.3857, -0.3979, -0.4859], [-0.5553, -0.4471, 0.9137], [-0.4161, 0.8979, 0.4316], [0.4812, 0.3543, -0.5703], [-0.0379, 0.0187, -0.3995], [0.1299, -0.9305, 0.1033], [-0.1354, -0.0947, -0.0625], [-0.5868, -0.7237, 0.8407], [0.7161, -0.0257, -0.8756], [-0.2909, 1.0951, 0.8067], [0.1203, 0.1356, -0.0741], [0.0773, -0.2788, -0.6740], [0.2098, -0.0359, -0.1578], [0.0579, -0.1815, 0.0610], [-0.3497, 0.1098, -0.0824], [0.3931, -0.2250, -0.1717], [0.2729, -0.1827, 0.0891], [-0.3981, -0.9631, -0.6669], [-1.2302, 1.0786, -0.1148], [0.7087, 1.1107, 0.5845], [0.7875, -1.7081, 0.0121], [-0.2400, 0.9760, 1.3946], [0.2764, 0.0942, -1.3926], [0.1599, 0.0040, 0.9158], [0.0065, 0.1866, -0.0094], [-0.0782, 0.1239, 0.1600], [-0.1492, -0.0930, 0.0537], [0.1832, -0.0365, 0.0772], [0.3043, 0.2314, 0.6321], [0.0249, -0.2609, 0.0402], [0.3179, -0.1383, -0.0382], [-0.5883, -0.2023, -0.4898], [-0.3687, 0.1109, -0.1750], [0.2547, -0.1023, 0.1001], [0.1300, 0.3666, -0.0597], [-0.3830, -0.4115, -0.2808], [-0.1624, 0.1240, -0.1886], [-0.1843, 0.1241, -0.1609], [0.2111, -0.1632, -0.0925]],
  "e_tot_ha": -1381.27532,
  "lumo_ha": -0.0038,
  "homo_ev": -7.917,
  "gap_ha": 0.2872
}

***

(2)
{
  "formula": "C12H29NO8P2RuSe2Te",
  "method": "wB97M-V/def2-TZVPD",
  "elements": ["Ru", "O", "C", "C", "C", "O", "C", "Se", "C", "Se", "H", "H", "H", "H", "H", "H", "H", "H", "H", "H", "C", "P", "C", "C", "H", "H", "H", "H", "H", "H", "H", "H", "H", "C", "C", "O", "P", "O", "Te", "O", "C", "C", "H", "H", "H", "H", "H", "H", "H", "H", "H", "H", "O", "N", "O", "O"],
  "positions_angstrom": [[-0.173, -0.757, -0.524], [-4.027, -2.039, -2.873], [-3.645, -0.821, -2.244], [-4.041, -0.795, -0.763], [-5.578, -0.757, -0.718], [-6.130, -0.767, 0.597], [-3.579, -2.071, -0.052], [-1.743, -2.680, -0.359], [-3.512, 0.450, -0.037], [-1.665, 1.031, -0.379], [-3.283, -2.643, -2.746], [-4.145, -0.003, -2.773], [-2.571, -0.673, -2.344], [-5.965, -1.594, -1.306], [-5.927, 0.172, -1.174], [-5.814, -1.561, 1.039], [-4.183, -2.913, -0.397], [-3.740, -1.963, 1.024], [-3.656, 0.321, 1.036], [-4.100, 1.323, -0.328], [0.721, 0.407, 2.760], [-0.006, -0.915, 1.746], [1.010, -2.362, 2.177], [-1.553, -1.137, 2.688], [0.737, 0.071, 3.801], [0.099, 1.301, 2.683], [1.727, 0.630, 2.429], [0.730, -2.748, 3.159], [2.050, -2.037, 2.172], [0.881, -3.142, 1.430], [-1.298, -1.268, 3.742], [-2.104, -2.006, 2.337], [-2.165, -0.241, 2.578], [1.878, 3.652, 1.554], [3.110, 3.181, 0.813], [3.311, 1.793, 1.080], [3.385, 0.683, -0.100], [3.349, -0.653, 0.526], [1.651, 1.160, -1.701], [4.857, 0.901, -0.728], [5.161, 1.934, -1.663], [6.169, 1.402, -2.658], [1.726, 4.723, 1.405], [1.983, 3.457, 2.622], [1.003, 3.116, 1.182], [4.006, 3.714, 1.142], [2.981, 3.349, -0.260], [5.565, 2.793, -1.119], [4.250, 2.252, -2.180], [7.064, 1.054, -2.143], [6.451, 2.186, -3.364], [5.741, 0.567, -3.212], [1.081, -2.422, -1.199], [0.764, -2.296, -2.426], [1.221, -2.998, -3.290], [-0.059, -1.360, -2.660]],
  "forces_ev_per_angstrom": [[-0.1318, -0.0510, -0.4758], [0.0037, 0.0380, -0.0614], [0.0031, -0.0031, 0.0120], [0.0079, 0.0010, 0.0459], [0.0079, 0.0057, 0.0087], [0.0202, 0.0131, 0.0149], [0.0147, -0.0147, 0.0480], [-0.0258, -0.0324, 0.0130], [-0.0402, -0.0326, -0.0719], [0.0835, 0.1098, -0.0087], [0.0035, -0.0172, 0.0467], [-0.0272, -0.0193, 0.0040], [0.0200, 0.0247, -0.0107], [0.0048, -0.0031, -0.0023], [-0.0107, -0.0033, 0.0033], [-0.0186, -0.0135, -0.0095], [-0.0150, 0.0127, 0.0061], [-0.0057, 0.0180, -0.0115], [0.0052, 0.0274, -0.0001], [0.0013, -0.0046, -0.0206], [-0.0934, -0.0417, -0.0368], [0.0593, -0.0168, -0.0994], [-0.0050, 0.0683, -0.0007], [0.0331, -0.0593, 0.0317], [0.0341, 0.0316, -0.0114], [0.0394, -0.0143, -0.0326], [0.1572, 0.0613, -0.0772], [0.0274, 0.0332, 0.0308], [0.0369, -0.0421, -0.0856], [-0.0266, -0.0010, -0.0059], [-0.0250, 0.0238, 0.0169], [0.0436, 0.0025, -0.0126], [-0.0115, -0.0089, -0.0006], [0.0353, 0.0078, -0.0001], [-0.0239, 0.0560, 0.0375], [0.0272, 0.0757, -0.0387], [0.0919, -0.5069, 0.3384], [-0.0846, 0.2516, 0.1148], [-0.1384, -0.3393, 0.5047], [-0.1420, 0.1662, -0.2523], [0.0271, -0.0050, 0.0061], [-0.0022, -0.0028, 0.0126], [0.0016, -0.0046, -0.0120], [-0.0172, -0.0008, 0.0046], [-0.0050, 0.0256, -0.0207], [0.0034, -0.0015, 0.0129], [0.0064, -0.0071, 0.0203], [-0.0075, 0.0004, 0.0113], [0.0226, 0.0043, 0.0005], [0.0025, 0.0001, -0.0040], [0.0009, -0.0003, -0.0022], [-0.0010, -0.0001, 0.0001], [0.0880, 0.1975, -0.0234], [0.0792, 0.1039, -0.0117], [-0.0448, -0.0380, 0.0205], [-0.0897, -0.0749, 0.0339]],
  "charge": -1,
  "s2": 0.76,
  "e_tot_ha": -6979.92345,
  "spin_multiplicity": 2,
  "lumo_ha": [0.0903, 0.0621],
  "homo_ev": [-4.686, -4.637],
  "gap_ha": [0.2625, 0.2325]
}

***

(3)
{
  "formula": "C12H30BF4N2O4Rb",
  "method": "wB97M-V/def2-TZVPD",
  "elements": ["Rb", "B", "F", "F", "F", "F", "C", "O", "C", "C", "N", "C", "C", "O", "C", "H", "H", "H", "H", "H", "H", "H", "H", "H", "H", "H", "H", "H", "H", "H", "C", "O", "C", "C", "N", "C", "C", "O", "C", "H", "H", "H", "H", "H", "H", "H", "H", "H", "H", "H", "H", "H", "H", "H"],
  "positions_angstrom": [[-4.361, -1.644, -19.178], [-5.512, 1.655, -19.378], [-6.789, 1.845, -18.818], [-5.028, 2.795, -20.049], [-4.596, 1.224, -18.411], [-5.633, 0.629, -20.338], [-4.112, -2.355, -15.512], [-4.983, -1.721, -16.435], [-6.368, -1.849, -16.088], [-7.158, -0.864, -16.962], [-7.285, -1.250, -18.356], [-8.267, -2.265, -18.674], [-7.879, -3.174, -19.885], [-7.512, -4.493, -19.501], [-6.217, -4.707, -18.997], [-4.617, -3.051, -14.842], [-3.686, -1.573, -14.872], [-3.271, -2.806, -16.038], [-6.488, -1.574, -15.037], [-6.657, -2.887, -16.279], [-6.725, 0.132, -16.875], [-8.177, -0.731, -16.561], [-7.341, -0.430, -18.949], [-9.278, -1.858, -18.762], [-8.249, -3.047, -17.907], [-7.157, -2.725, -20.569], [-8.841, -3.339, -20.374], [-6.129, -5.707, -18.574], [-5.964, -4.074, -18.131], [-5.492, -4.552, -19.806], [-0.511, -3.181, -15.211], [-0.470, -3.380, -16.589], [-0.233, -2.214, -17.345], [-0.203, -2.589, -18.820], [-1.507, -3.097, -19.216], [-1.527, -3.516, -20.610], [-1.420, -2.378, -21.587], [-2.439, -1.451, -21.279], [-2.185, -0.152, -21.802], [0.489, -3.023, -14.784], [-0.917, -4.042, -14.677], [-1.152, -2.325, -14.957], [0.732, -1.796, -17.024], [-0.983, -1.443, -17.123], [0.559, -3.374, -18.909], [0.044, -1.676, -19.358], [-1.827, -3.770, -18.534], [-2.430, -4.108, -20.793], [-0.729, -4.255, -20.799], [-1.479, -2.735, -22.622], [-0.441, -1.883, -21.543], [-1.230, 0.188, -21.388], [-2.904, 0.522, -21.322], [-2.304, 0.011, -22.873]],
  "forces_ev_per_angstrom": [[0.0054, 0.4600, -0.0851], [-0.1656, 0.9287, -0.6998], [0.2755, 0.0639, 0.1481], [-0.2499, -0.2945, 0.5549], [0.2304, -0.2278, 0.4110], [0.0248, -0.8865, -0.4622], [0.2324, 1.0060, 0.3324], [-0.1106, -0.5352, 0.0308], [0.2205, 0.7658, -0.7831], [-0.9934, -0.0342, 0.3997], [1.0838, -0.2182, -0.2243], [1.1712, -0.8015, -0.0639], [-1.2792, 0.2213, 0.4692], [0.0304, -0.3184, 0.3145], [0.0651, 0.5988, 0.2201], [-0.0501, -0.3099, -0.2852], [0.0245, -0.0793, 0.0844], [-0.1575, -0.3010, -0.0919], [-0.1834, -0.1649, 0.0410], [-0.2603, -0.0024, 0.2811], [0.3215, -0.1040, -0.2468], [0.1385, -0.2375, 0.4413], [-0.0925, 0.0022, 0.0530], [-0.0947, -0.1196, -0.1294], [-0.3651, 0.4878, 0.4662], [0.0759, 0.0895, -0.0147], [0.3116, -0.0168, -0.5655], [-0.2300, -0.2174, -0.5226], [-0.1057, 0.3632, -0.2556], [0.2261, -0.1287, 0.1599], [0.0769, 0.4850, 0.8717], [-0.5112, -0.7476, -0.4763], [0.5054, 0.2532, 0.3505], [-0.4550, -0.1646, 1.3712], [0.0220, 1.0217, -0.2832], [-0.0278, -1.4775, 0.4786], [0.1698, 0.3490, -0.1070], [0.0107, 0.1248, -0.8592], [-0.4555, 0.8792, 1.5004], [-0.0308, 0.2157, -0.1755], [-0.0848, -0.2010, -0.4770], [0.1678, 0.0191, 0.0210], [0.0578, 0.0594, -0.2614], [-0.1806, -0.1117, -0.1321], [0.2680, 0.2423, -0.3919], [0.1493, -0.1540, -0.3009], [0.1417, -0.4181, -0.3155], [-0.2034, 0.3388, -0.0104], [0.1815, 0.2523, -0.2084], [-0.2850, -0.1414, 0.0664], [-0.0234, -0.0085, 0.2865], [0.2647, -0.0123, -0.6158], [-0.1683, -0.2063, -0.1460], [0.3105, -0.5870, -0.1633]],
  "e_tot_ha": -1334.28318,
  "lumo_ha": -0.0033,
  "homo_ev": -8.826,
  "gap_ha": 0.3210
}

***

(4)
{
  "formula": "C12H30BaClN3O11",
  "method": "wB97M-V/def2-TZVPD",
  "elements": ["Ba", "Cl", "O", "O", "O", "O", "N", "O", "O", "O", "C", "O", "C", "C", "N", "C", "C", "O", "C", "H", "H", "H", "H", "H", "H", "H", "H", "H", "H", "H", "H", "H", "H", "H", "C", "O", "C", "C", "N", "C", "C", "O", "C", "H", "H", "H", "H", "H", "H", "H", "H", "H", "H", "H", "H", "H", "H", "H"],
  "positions_angstrom": [[0.327, 0.054, -0.134], [-1.352, 3.510, -0.503], [-1.118, 3.163, 0.888], [-2.774, 3.665, -0.749], [-0.666, 4.699, -0.889], [-0.867, 2.411, -1.343], [2.392, -2.376, -1.644], [3.339, -2.800, -2.333], [2.546, -1.364, -0.901], [1.274, -2.958, -1.665], [-0.772, -2.947, 1.130], [0.363, -2.179, 1.421], [1.100, -2.380, 2.603], [1.646, -1.031, 3.193], [2.089, -0.168, 2.092], [2.176, 1.312, 2.368], [2.916, 2.081, 1.234], [1.996, 2.282, 0.190], [2.459, 3.115, -0.835], [-0.948, -2.703, 0.077], [-1.681, -2.665, 1.673], [-0.669, -4.032, 1.206], [1.974, -3.009, 2.400], [0.606, -2.945, 3.400], [2.467, -1.285, 3.873], [0.888, -0.655, 3.882], [3.054, -0.442, 1.939], [2.813, 1.355, 3.262], [1.221, 1.774, 2.619], [3.716, 1.424, 0.858], [3.399, 2.996, 1.582], [3.469, 2.911, -1.211], [2.409, 4.190, -0.634], [1.819, 3.016, -1.715], [0.943, 0.477, -4.005], [0.076, 0.002, -3.002], [-1.059, -0.631, -3.540], [-1.875, -1.345, -2.460], [-2.337, -0.388, -1.410], [-3.324, -0.938, -0.474], [-3.396, -0.161, 0.858], [-2.058, -0.129, 1.374], [-1.939, 0.229, 2.729], [0.432, 0.879, -4.884], [1.571, -0.339, -4.393], [1.618, 1.219, -3.584], [-0.750, -1.367, -4.297], [-1.735, -0.005, -4.143], [-1.207, -2.122, -2.074], [-2.771, -1.862, -2.817], [-2.867, 0.327, -1.902], [-3.116, -1.958, -0.151], [-4.351, -0.959, -0.858], [-4.010, -0.760, 1.538], [-3.760, 0.866, 0.824], [-2.449, 1.168, 2.945], [-0.902, 0.352, 3.041], [-2.346, -0.576, 3.350]],
  "forces_ev_per_angstrom": [[-0.2717, 0.2945, -0.9165], [-1.2578, -0.1117, -0.6371], [0.1590, -0.0472, -0.1747], [0.6694, -0.2293, 0.3978], [0.3828, 0.2737, 0.3779], [0.3197, -0.4399, 0.2281], [0.4066, -1.2175, -0.9095], [-1.0008, 0.6288, 0.8259], [-0.1376, 0.3832, 0.0703], [0.3257, 0.7344, 0.1846], [-0.6550, -0.2376, -0.6982], [0.0597, 0.3934, 0.8492], [1.3526, -0.0400, 0.7379], [-0.6537, -1.1589, -0.0759], [-0.2216, 1.0550, 0.0604], [1.5625, -0.5111, 0.6948], [-0.3241, -1.4594, 0.5395], [-0.0754, 0.0920, 0.0015], [0.0293, 0.9508, -1.7195], [-0.1785, -0.4076, 0.0544], [0.2960, 0.2097, 0.3301], [0.5255, 0.0764, 0.0691], [0.0002, 0.0430, -0.4934], [-0.6522, 0.2632, -0.1773], [0.1259, -0.0609, -0.1025], [-0.1332, 0.7752, -0.5617], [-0.1309, -0.1018, -0.5723], [-0.1249, 0.6788, 0.0928], [-0.1765, -0.1609, -0.2582], [0.1137, 0.0982, 0.0865], [-0.4044, 0.1717, 0.0964], [0.1166, -0.4307, 0.5235], [-0.0412, -0.1350, 0.6908], [-0.2623, -0.3172, 0.2897], [0.8821, -0.4091, -0.5995], [-0.6874, 0.2418, 0.1988], [-1.0224, -0.9906, -0.7705], [0.0377, 0.2664, 0.5571], [-0.0934, -0.5186, -0.1075], [-0.3888, 0.2718, 1.0197], [0.8754, -0.2853, -0.0319], [0.6002, -0.0342, -0.3219], [-0.5927, -0.0795, 0.4544], [-0.2948, 0.2644, 0.3293], [-0.0957, -0.0550, 0.2010], [-0.2141, 0.0979, 0.0863], [0.1726, -0.2762, 0.3335], [0.3366, 0.8000, 0.4309], [-0.1183, 0.1171, 0.5069], [0.2754, -0.0601, -0.7647], [0.6155, 0.4369, 0.0063], [0.3914, -0.0849, -0.4605], [0.0541, -0.0098, -0.3080], [-0.2029, 0.1386, 0.0714], [-0.1684, 0.0190, -0.3398], [-0.1063, 0.0376, -0.0278], [0.1729, -0.0180, -0.5076], [-0.1720, 0.0740, 0.1401]],
  "e_tot_ha": -1952.47805,
  "lumo_ha": -0.0012,
  "homo_ev": -8.739,
  "gap_ha": 0.3199
}